Record 1
DFT (ωB97M-V/def2-TZVPD) results for the molecule C18H19FN2O4S.

Properties
Calculated total energy = -43696.126 eV
M = 378.42 g mol⁻¹
Strongest force on any atom = 0.0269 Eh/bohr
Kohn-Sham gap = 8.861 eV
Structure (SMILES) = C=CCNC(=O)CN(c1ccc(F)cc1)S(=O)(=O)c1ccc(OC)cc1

Geometry as ORCA input:
```
! wB97M-V def2-TZVPD RIJCOSX def2/J DEFGRID3
* xyz 0 1
S 0.96 -0.51 -1.37
F 0.22 -6.84 -0.47
O -0.33 -0.84 -1.94
O 2.11 -0.73 -2.19
O -0.99 -0.36 2.83
O 0.93 5.18 0.16
N -1.54 -0.81 0.68
N 1.12 -1.42 0.07
C 1.26 -3.46 -1.22
C 2.17 1.82 -0.62
C 0.96 1.20 -0.86
C -0.20 3.24 -0.44
C 2.11 5.90 0.44
C -0.23 1.90 -0.79
C -0.67 -0.62 1.68
C 1.01 3.88 -0.17
C 2.20 3.15 -0.27
C -3.43 0.68 0.33
C 0.86 -2.80 -0.05
C -2.97 -0.64 0.87
C 0.04 -4.89 0.83
C 1.04 -4.82 -1.36
C 0.82 -0.76 1.31
C -4.26 0.81 -0.69
C 0.25 -3.53 0.96
C 0.43 -5.52 -0.34
H 3.08 1.24 -0.72
H -0.08 -3.05 1.87
H -3.49 -1.46 0.38
H -4.68 -0.04 -1.19
H -1.16 1.41 -1.02
H 1.74 -2.91 -2.01
H -0.43 -5.45 1.62
H 2.77 5.92 -0.43
H 1.79 6.91 0.68
H -1.11 3.82 -0.38
H 3.16 3.62 -0.08
H 1.23 0.25 1.26
H -3.15 -0.68 1.95
H 2.64 5.48 1.30
H 1.33 -1.28 2.13
H -3.01 1.55 0.82
H -1.23 -0.97 -0.27
H -4.56 1.78 -1.06
H 1.34 -5.33 -2.26
*
```

***

Record 2
DFT (ωB97M-V/def2-TZVPD) results for the ion C5H12NO with charge -1.

Properties
Calculated total energy = -8916.387 eV
M = 102.16 g mol⁻¹
Strongest force on any atom = 0.0113 Eh/bohr
Kohn-Sham gap = 6.076 eV
Structure (SMILES) = CN[C@H](C)CC[O-]

Geometry as ORCA input:
```
! wB97M-V def2-TZVPD RIJCOSX def2/J DEFGRID3
* xyz -1 1
O -2.22 -1.15 -1.63
N 0.93 0.71 0.84
C 2.13 0.23 1.44
C -2.43 -0.30 -0.62
C 0.04 -0.14 0.08
C -1.23 0.63 -0.24
C 0.73 -0.67 -1.19
H -2.69 -0.78 0.36
H 1.48 -1.43 -0.95
H -1.01 1.37 -1.02
H -3.29 0.42 -0.79
H 2.95 0.01 0.73
H -0.03 -1.08 -1.86
H -0.19 -1.02 0.70
H 1.96 -0.72 1.98
H -1.52 1.18 0.68
H 2.53 0.93 2.17
H 1.22 0.18 -1.69
H 0.64 1.65 1.02
*
```

***

Record 3
DFT (ωB97M-V/def2-TZVPD) results for the molecule C4H6Cl2OSi.

Properties
Calculated total energy = -39214.404 eV
M = 169.08 g mol⁻¹
Strongest force on any atom = 0.0945 Eh/bohr
Kohn-Sham gap (alpha / beta) = 6.716 / 7.805 eV

Geometry as ORCA input:
```
! wB97M-V def2-TZVPD RIJCOSX def2/J DEFGRID3
* xyz 0 1
Cl -4.25 0.69 -0.41
Cl -2.26 1.75 -2.94
Si -2.43 0.55 -1.29
O -0.47 -3.24 -1.63
C -0.31 -2.12 -1.30
C -0.93 1.02 -0.13
C 0.36 0.15 -0.28
C 0.13 -1.36 -0.17
H -1.14 1.11 0.96
H -0.49 -1.42 0.70
H 0.61 0.53 -1.35
H 1.13 0.59 0.42
H 1.20 -1.70 0.22
H -0.75 2.10 -0.43
*
```

***

Record 4
DFT (ωB97M-V/def2-TZVPD) results for a cluster of 12 separate species, C60H60F6N6 in total.

Properties
Calculated total energy = -88434.944 eV
M = 979.17 g mol⁻¹
Strongest force on any atom = 0.0766 Eh/bohr
Kohn-Sham gap = 8.444 eV
Structure (SMILES) = c1cc[nH]c1.c1cc[nH]c1.c1cc[nH]c1.c1cc[nH]c1.c1cc[nH]c1.c1cc[nH]c1.Fc1ccccc1.Fc1ccccc1.Fc1ccccc1.Fc1ccccc1.Fc1ccccc1.Fc1ccccc1

Geometry as ORCA input:
```
! wB97M-V def2-TZVPD RIJCOSX def2/J DEFGRID3
* xyz 0 1
F -2.32 -22.28 -14.12
F -3.15 -18.77 -4.05
F -7.26 -17.34 -14.34
F -4.36 -20.78 -11.20
F -12.28 -26.74 -8.11
F -13.45 -20.90 -7.86
N -8.44 -20.53 -15.14
N -7.56 -26.75 -11.56
N -1.32 -17.20 -13.45
N -10.93 -23.46 -11.69
N -2.27 -16.52 -10.65
N -0.98 -18.00 -8.08
C -4.28 -19.36 -13.91
C -8.40 -22.74 -15.52
C -2.16 -20.25 -5.66
C -2.95 -23.73 -10.87
C -0.47 -17.32 -6.99
C -2.73 -15.57 -9.89
C -5.37 -18.51 -13.59
C -7.27 -22.79 -11.77
C -5.48 -21.54 -10.95
C -9.75 -25.20 -6.14
C -9.75 -22.37 -15.18
C -3.84 -16.04 -9.22
C -3.04 -23.47 -12.23
C 0.50 -16.42 -12.45
C -8.81 -26.37 -12.09
C -4.09 -17.34 -9.72
C -10.02 -21.20 -6.65
C -12.81 -24.37 -11.06
C 0.79 -19.18 -7.30
C -7.03 -22.39 -9.41
C 0.21 -17.80 -11.99
C -1.16 -21.93 -12.08
C -11.57 -19.47 -8.18
C -1.16 -22.23 -10.74
C -6.09 -22.11 -11.99
C -7.16 -25.83 -13.56
C -12.17 -20.62 -7.59
C -9.40 -20.04 -7.19
C -6.55 -26.35 -12.44
C -11.17 -26.12 -7.85
C -5.78 -18.17 -15.98
C -0.21 -19.16 -8.20
C -5.89 -21.60 -9.66
C -10.15 -26.08 -8.76
C 0.62 -17.99 -6.54
C -3.28 -19.78 -4.95
C -4.00 -19.62 -15.24
C -6.07 -18.00 -14.63
C -3.60 -21.71 -6.79
C -7.72 -22.89 -10.50
C -11.02 -25.61 -6.51
C -8.71 -25.16 -7.08
C -8.57 -25.86 -13.32
C -2.00 -23.13 -10.08
C -4.71 -21.31 -6.03
C -0.50 -16.09 -13.34
C -10.24 -19.20 -7.98
C -0.96 -18.21 -12.61
C -2.34 -21.24 -6.66
C -3.07 -17.62 -10.55
C -8.92 -25.51 -8.40
C -9.70 -21.04 -14.92
C -12.56 -23.34 -10.16
C -4.57 -20.32 -5.09
C -2.20 -22.54 -12.79
C -11.34 -22.78 -10.53
C -11.41 -21.41 -6.81
C -7.63 -21.60 -15.54
C -4.68 -18.97 -16.25
C -11.82 -24.41 -11.99
H -7.48 -22.48 -8.43
H -9.32 -25.52 -14.01
H -8.19 -19.58 -14.98
H -5.78 -18.52 -12.60
H -6.58 -21.45 -15.73
H -11.60 -25.02 -12.87
H -11.79 -25.70 -5.78
H -9.44 -21.90 -6.09
H -8.12 -23.71 -15.91
H -8.14 -25.24 -9.08
H 1.18 -17.82 -5.63
H -5.28 -21.04 -8.91
H -10.03 -23.40 -12.13
H -13.65 -25.04 -11.22
H -4.91 -18.02 -9.52
H -5.61 -21.87 -12.94
H -1.46 -21.52 -7.18
H -9.68 -26.66 -11.58
H -1.95 -23.27 -8.97
H -7.85 -23.09 -12.70
H -3.60 -24.41 -10.42
H -9.41 -24.93 -5.18
H -10.62 -22.99 -15.21
H -3.85 -23.91 -12.85
H -12.17 -18.87 -8.91
H 0.76 -18.45 -11.34
H -7.69 -24.78 -6.87
H -5.55 -26.43 -12.16
H -5.65 -21.77 -6.13
H 1.45 -19.96 -7.03
H -0.48 -21.20 -12.44
H -13.17 -23.09 -9.34
H -10.40 -26.51 -9.75
H -10.43 -20.27 -14.76
H -0.78 -15.26 -13.87
H -1.23 -19.78 -5.39
H -8.51 -23.62 -10.27
H -6.74 -25.52 -14.45
H 1.29 -15.75 -12.20
H -4.36 -19.11 -17.25
H -10.74 -22.09 -9.98
H -4.34 -15.48 -8.48
H -0.55 -19.84 -9.00
H -6.41 -17.82 -16.74
H -7.36 -26.98 -10.62
H -1.35 -19.20 -12.69
H -3.19 -20.31 -15.50
H -2.18 -14.69 -9.76
H -3.88 -22.44 -7.61
H -1.37 -16.44 -11.18
H -9.79 -18.35 -8.42
H -11.88 -22.27 -6.29
H -5.35 -19.97 -4.39
H -2.16 -17.18 -14.01
H -0.40 -21.76 -10.14
H -2.91 -18.47 -11.13
H -1.82 -17.76 -8.60
H -3.83 -19.90 -13.07
H -0.94 -16.39 -6.71
H -8.34 -19.84 -7.11
*
```

***

Record 5
DFT (ωB97M-V/def2-TZVPD) results for a cluster of 16 separate species, C15H60F2NO19S2 in total.

Properties
Calculated total energy = -84019.676 eV
M = 660.76 g mol⁻¹
Strongest force on any atom = 0.1829 Eh/bohr
Kohn-Sham gap = 9.315 eV

Geometry as ORCA input:
```
! wB97M-V def2-TZVPD RIJCOSX def2/J DEFGRID3
* xyz -1 1
S 0.81 0.72 0.84
S -0.47 -0.71 -0.45
F -1.07 -2.22 -0.44
F 2.12 0.59 1.81
O 5.62 -1.31 3.18
O 0.97 -3.13 -5.60
O 0.16 -5.95 -0.06
O -0.05 1.53 1.69
O 2.79 2.01 4.61
O -5.97 0.50 -0.43
O 1.09 4.17 -3.42
O -2.93 -0.16 3.96
O -0.79 5.92 1.24
O -2.65 4.61 -0.40
O 3.19 -1.60 -0.23
O -1.69 0.06 -0.12
O 3.38 1.79 -1.96
O -0.58 -1.54 3.22
O 0.15 -0.60 -1.76
O 1.34 1.43 -0.32
O 0.85 -3.59 1.16
O -1.85 1.60 -5.69
O -4.39 -2.44 -3.63
N 0.51 -1.00 0.69
C -3.48 -1.99 -2.62
C 0.34 -1.15 4.22
C -0.59 -5.63 -1.24
C -2.51 3.22 -0.40
C -2.73 1.21 3.68
C 4.50 -0.59 3.68
C 1.66 2.68 4.22
C 0.89 4.19 -2.03
C 0.54 -2.89 -4.26
C 3.21 -2.53 -1.31
C -5.09 -0.07 0.57
C -0.47 4.86 2.19
C -0.73 0.92 -5.13
C 1.69 -3.91 2.19
C 3.04 1.34 -3.27
H 3.10 -2.07 -2.29
H -1.40 4.50 2.62
H -0.82 -0.14 -5.37
H 0.85 -1.97 -3.76
H 1.98 1.31 -3.50
H -1.74 2.88 -1.09
H 3.63 -1.15 4.00
H -3.36 1.89 4.25
H -4.64 0.77 1.10
H 1.41 3.39 5.00
H -2.64 1.10 -5.46
H 0.03 4.05 1.67
H 4.77 -0.07 4.60
H -0.04 -4.99 -1.94
H 0.09 4.88 -1.80
H 0.76 2.11 3.99
H 2.74 -3.79 1.94
H -0.71 1.01 -4.05
H -1.48 -5.07 -0.95
H 0.63 3.18 -1.72
H -4.35 -0.77 0.17
H -1.72 1.40 4.06
H 4.14 -3.08 -1.27
H 0.15 5.41 2.90
H -2.28 2.83 0.59
H -5.70 -0.67 1.25
H 1.91 -3.33 -5.63
H 5.57 -1.24 2.23
H 0.23 1.28 -5.51
H 3.40 0.33 -3.49
H -2.21 -0.69 3.60
H 0.42 -0.07 4.23
H -6.56 1.15 -0.03
H -2.82 1.38 2.61
H -0.89 -6.56 -1.71
H 2.27 -1.45 -0.02
H 1.87 3.23 3.31
H 1.59 -4.97 2.40
H 0.05 6.31 0.97
H -3.46 -0.91 -2.50
H 1.78 4.51 -1.49
H 0.87 -3.66 -3.58
H -2.05 4.97 0.26
H 0.86 -2.64 1.06
H 4.20 0.16 2.94
H 1.31 -1.65 4.25
H -4.00 -2.33 -1.72
H 0.22 4.19 -3.84
H -0.26 -1.36 5.10
H -0.55 -2.90 -4.26
H 3.41 1.99 -4.07
H -3.39 2.76 -0.85
H 1.39 -3.42 3.12
H 2.45 1.38 5.25
H 2.42 -3.26 -1.17
H -2.47 -2.37 -2.76
H -4.52 -3.37 -3.44
H -0.17 -1.24 2.40
H 0.28 -5.11 0.40
H 2.63 1.63 -1.38
*
```

***

ΔE to the lowest compared entry with this formula, charge and spin
In order: 1.2796; 0.6771; 0.9015; 0.0000; 1.0766
Unit: eV